No. 1
This record from the OMol25 dataset describes C11H11NO in the gas phase. The level of theory is ωB97M-V/def2-TZVPD.

The geometry in ORCA input format:
```
! RIJCOSX wB97M-V def2-TZVPD def2/J DEFGRID3
* xyz 0 1
C -3.93731 -0.12968 -0.07342
C -3.32934 0.09841 1.21907
C -3.21763 -0.86063 -1.06519
C -1.94432 -0.19139 1.40039
C -1.84134 -1.14813 -0.84024
C -1.24173 -0.79590 0.36883
C 0.15114 -1.16474 0.43585
C 2.08338 1.00322 -0.52394
C 2.87488 -0.21982 -0.92908
C 1.75939 0.36380 0.70510
C 2.78667 -0.77861 0.41228
N 0.85491 -2.19092 0.48544
O 2.17984 -2.15248 0.59554
H -4.96951 0.20547 -0.20911
H -3.89795 0.26107 2.07636
H -3.61732 -1.09466 -2.01891
H -1.57400 -0.11583 2.44794
H -1.20675 -1.47064 -1.66240
H 2.88421 1.84076 -0.43602
H 1.25994 1.33063 -1.17006
H 2.25490 -0.86427 -1.62151
H 3.82156 0.02492 -1.37849
H 1.56012 0.83545 1.61756
H 3.73350 -1.02258 1.03614
*
```

Results
DFT total energy in a.u.: -555.5441
ΔE to the lowest compared entry with this formula, charge and spin in kcal per mole: 134.7


No. 2
This record from the OMol25 dataset describes C11H11NO in the gas phase. The level of theory is ωB97M-V/def2-TZVPD.

The geometry in ORCA input format:
```
! RIJCOSX wB97M-V def2-TZVPD def2/J DEFGRID3
* xyz 0 1
C -1.63843 0.95404 -2.86393
C -0.98807 0.55291 -1.53293
C -1.47488 -0.50648 -0.71395
C -0.88732 -0.97876 0.40734
C -1.56390 -2.09342 1.17697
C 0.28154 -0.30473 0.90677
C 1.12604 -0.66323 2.01794
C 2.35474 -0.11921 2.15467
C 2.77539 0.89353 1.36014
N 1.99052 1.34665 0.37095
C 0.81664 0.68835 0.05714
C 0.16120 1.19489 -1.11251
O 0.85345 2.13324 -1.87239
H -2.56551 0.29667 -3.05001
H -1.96721 2.02182 -2.70868
H -1.00754 0.80767 -3.73566
H -2.36171 -1.01142 -1.03562
H -1.97974 -1.55779 2.08458
H -2.33335 -2.63368 0.64830
H -0.79597 -2.86541 1.52704
H 0.67525 -1.26011 2.80433
H 3.02966 -0.44414 2.99045
H 3.79831 1.36140 1.52828
H 1.70087 2.18721 -1.40919
*
```

Results
DFT total energy in a.u.: -555.7535
ΔE to the lowest compared entry with this formula, charge and spin in kcal per mole: 3.4
SMILES: Cc1cc(C)c2cccnc2c1O


No. 3
This record from the OMol25 dataset describes 2 unconnected molecules or ions with the total composition C11H11NO2S. The level of theory is ωB97M-V/def2-TZVPD.

The geometry in ORCA input format:
```
! RIJCOSX wB97M-V def2-TZVPD def2/J DEFGRID3
* xyz 0 3
C 0.82266 3.46465 -2.17293
C 2.06082 3.44518 -1.47062
C -0.10396 2.42460 -1.98979
C 2.45369 2.26997 -0.80359
C 0.26143 1.33092 -1.27095
C 1.47394 1.29156 -0.58589
C -0.53189 0.07886 -1.10781
C 0.28043 -2.46010 2.10481
C -0.68267 -1.34456 2.39928
C -0.69279 -2.06443 1.13573
C -1.78876 -2.85633 0.50789
N 0.23613 -0.68507 -0.25750
O -1.68440 -0.18692 -1.42302
O -2.92930 -2.16843 0.21159
S 1.80626 -0.26758 0.21462
H 0.50765 4.37026 -2.62104
H 2.86121 4.22975 -1.61506
H -1.07245 2.46614 -2.57676
H 3.38658 2.22648 -0.30985
H 1.34827 -2.13087 1.87122
H 0.21899 -3.33874 2.87757
H -1.52359 -1.35110 3.17728
H -0.18747 -0.31195 2.56805
H -2.26091 -3.44853 1.47052
H -1.48926 -3.66567 -0.16370
H -2.77060 -1.31807 -0.17005
*
```

Results
DFT total energy in a.u.: -1028.9388


No. 4
This record from the OMol25 dataset describes a gas-phase ion, C11H11O3S (charge -1). The level of theory is ωB97M-V/def2-TZVPD.

The geometry in ORCA input format:
```
! RIJCOSX wB97M-V def2-TZVPD def2/J DEFGRID3
* xyz -1 3
C -1.59655 2.50401 0.11016
C -0.92629 2.12450 1.26648
C -1.00052 2.51777 -1.11238
C 0.35122 1.58546 1.17373
C 0.27416 1.95502 -1.26789
C 0.88677 1.48897 -0.09784
C 1.56752 -1.55596 0.32170
C 2.62422 -0.62274 -0.27803
C -0.82451 -2.52107 0.00983
C 0.15589 -1.34836 -0.11232
C 2.30845 0.82795 -0.24035
O 3.89280 -1.01884 0.11914
O 1.70214 -2.41678 1.15988
O 2.32402 -0.17701 -1.53004
S 3.47035 1.91957 -0.00868
H -2.63161 2.82789 0.25647
H -1.15793 2.47146 2.32964
H -1.45471 2.86624 -2.00572
H 0.96634 1.26637 2.08135
H 0.80172 2.04838 -2.19929
H -1.78113 -1.93221 0.06760
H -0.55933 -3.20054 0.86109
H -0.77913 -3.11018 -0.96502
H -0.27365 -0.58034 0.41242
H 0.22839 -0.85167 -1.19763
H 4.36344 -0.86426 -0.69173
*
```

Results
DFT total energy in a.u.: -1049.5026


No. 5
This record from the OMol25 dataset describes a gas-phase ion, C11H11O4 (charge -1). The level of theory is ωB97M-V/def2-TZVPD.

The geometry in ORCA input format:
```
! RIJCOSX wB97M-V def2-TZVPD def2/J DEFGRID3
* xyz -1 1
O -1.53838 2.67493 3.47080
C -0.70163 3.32646 2.75880
O -0.81234 4.72240 2.71998
C 0.45556 2.69584 1.84168
O 0.91790 3.41615 0.90085
O 1.03859 1.40182 1.98466
C 0.04384 0.36276 2.16830
C -1.16675 0.38366 1.11780
C -0.74085 0.58373 -0.41403
C -0.08477 -0.69540 -1.11253
C 0.34340 -0.51093 -2.62498
C 1.00853 -1.61256 -3.48642
C 1.26635 -2.99817 -2.79374
C 0.85410 -3.19986 -1.29232
C 0.18358 -2.06569 -0.42563
H 0.53735 -0.67388 2.14179
H -0.40699 0.46275 3.23114
H -1.94545 1.17571 1.44442
H -1.71022 -0.63626 1.22390
H -0.01563 1.46796 -0.57312
H -1.70481 0.85483 -0.99162
H 0.14424 0.50938 -3.12812
H 1.27695 -1.36764 -4.56594
H 1.78079 -3.81596 -3.41413
H 1.07615 -4.24510 -0.86311
H -0.09950 -2.21694 0.68158
*
```

Results
DFT total energy in a.u.: -726.5756
SMILES: O=C([O-])C(=O)OCCCc1ccccc1


No. 6
This record from the OMol25 dataset describes a molecular structure, C11H12BrN5O7P2Pb. The level of theory is ωB97M-V/def2-TZVPD.

The geometry in ORCA input format:
```
! RIJCOSX wB97M-V def2-TZVPD def2/J DEFGRID3
* xyz 2 1
Pb 0.16769 -1.39112 -1.34697
O -3.64701 -3.05720 1.66801
P -2.31204 -2.34916 1.28956
O -1.39959 -2.65415 2.46811
O -1.80578 -2.61074 -0.09334
O -2.58637 -0.80940 1.39198
P -2.48300 0.40972 0.32821
O -3.82708 0.27453 -0.51216
O -2.48991 1.58953 1.38840
O -1.26891 0.32347 -0.52768
H -3.65580 -3.26718 2.61586
H -4.60113 0.72267 -0.11870
N 2.32799 2.73843 -1.89497
C 3.01252 2.47196 -0.71697
C 2.56251 1.23651 -0.25780
N 1.60795 0.76440 -1.08867
C 1.47650 1.64818 -2.06896
C 0.52659 1.38992 -3.19944
N -0.09801 0.24523 -3.34321
C -0.66672 0.17369 -4.57257
C -0.31790 1.33190 -5.23450
N 0.47251 2.03365 -4.40042
H 2.56569 3.43682 -2.65673
H 3.84776 3.02606 -0.31191
H 2.84508 0.78182 0.63660
H -1.41715 -0.61384 -4.85711
H -0.55310 1.62999 -6.24990
H 0.76648 3.05037 -4.47898
Br 4.10350 -0.62093 3.99704
C 2.31581 -1.12634 3.53066
C 1.39287 -1.46739 4.47232
C 0.07565 -1.91030 4.11886
C -0.19273 -2.02670 2.77716
N 0.65325 -1.75998 1.81432
C 1.89846 -1.28343 2.17432
H 1.62780 -1.57244 5.52153
H -0.58986 -2.17151 5.03654
H -2.95601 2.45518 1.32203
H 2.62147 -1.04220 1.37946
*
```

Results
DFT total energy in a.u.: -4676.2014
ΔE to the lowest compared entry with this formula, charge and spin in kcal per mole: 11.9


No. 7
This record from the OMol25 dataset describes C11H12BrNO in the gas phase. The level of theory is ωB97M-V/def2-TZVPD.

The geometry in ORCA input format:
```
! RIJCOSX wB97M-V def2-TZVPD def2/J DEFGRID3
* xyz 0 1
C -3.43037 -1.77468 1.08652
C -2.59327 -1.12121 -0.02141
O -2.88797 -1.02531 -1.18606
N -1.43041 -0.68710 0.52984
C -0.63121 0.30744 -0.09773
Br -1.46335 2.14279 0.16779
C -0.57751 0.02371 -1.59663
C 0.78075 0.61980 -2.02544
C 1.56584 0.59231 -0.85580
C 2.90439 0.98571 -0.76267
C 3.47407 0.87747 0.47170
C 2.65617 0.67154 1.61038
C 1.28633 0.58876 1.56361
C 0.81178 0.39311 0.26153
H -2.81650 -2.56914 1.55562
H -3.45268 -1.12007 2.06870
H -4.39599 -2.12021 0.69364
H -1.28918 -0.70494 1.59194
H -1.44290 0.27338 -2.15319
H -0.59197 -1.08103 -1.58092
H 0.68955 1.57326 -2.60070
H 0.99731 -0.08372 -2.79419
H 3.51561 1.09292 -1.62042
H 4.46017 1.13602 0.57572
H 3.08189 0.51923 2.54623
H 0.77942 0.48994 2.57196
*
```

Results
DFT total energy in a.u.: -3130.3478
ΔE to the lowest compared entry with this formula, charge and spin in kcal per mole: 0.0
SMILES: CC(=O)N[C@]1(Br)CCc2ccccc21


No. 8
This record from the OMol25 dataset describes a molecular structure, C11H12CeCl2. The level of theory is ωB97M-V/def2-TZVPD.

The geometry in ORCA input format:
```
! RIJCOSX wB97M-V def2-TZVPD def2/J DEFGRID3
* xyz -1 2
C -2.83210 -0.93398 -0.19888
C -1.97571 -1.11986 -1.36758
C -1.48746 0.15471 -1.77855
H -1.75420 -2.07890 -1.86811
C -1.99036 1.15015 -0.87521
C -2.83595 0.49449 0.10338
H -3.19697 0.95728 1.04377
H -3.15519 -1.74874 0.48465
H -0.97266 0.35826 -2.72242
H -1.80818 2.22963 -0.95948
Ce -0.72313 -0.49604 0.94043
Cl 0.18162 -2.65480 1.97577
C 2.89616 0.22512 0.10919
C 2.36690 1.42261 -0.43860
C 1.78134 1.12076 -1.71103
H 2.37237 2.39126 0.04937
C 1.94200 -0.24807 -1.94321
C 2.62403 -0.82148 -0.82403
H 2.85843 -1.87700 -0.67828
H 3.36548 0.10592 1.08440
H 1.23539 1.82025 -2.31809
H 1.56141 -0.80710 -2.78544
Cl -0.16974 2.69837 1.86104
C -0.11926 1.13739 2.54868
H 0.87435 0.83524 2.91664
H -1.08656 0.82823 3.01568
*
```

Results
DFT total energy in a.u.: -1821.8578


No. 9
This record from the OMol25 dataset describes a molecular structure, C11H12Cl2Fe. The level of theory is ωB97M-V/def2-TZVPD.

The geometry in ORCA input format:
```
! RIJCOSX wB97M-V def2-TZVPD def2/J DEFGRID3
* xyz -1 6
C -2.37298 -1.18052 0.18307
C -1.53942 -1.30418 -1.01691
C -1.32805 -0.01790 -1.55468
H -1.22824 -2.20668 -1.49679
C -1.73089 0.93884 -0.61433
C -2.45380 0.30285 0.43034
H -2.89460 0.78397 1.32332
H -2.68751 -2.00794 0.82316
H -0.88358 0.17701 -2.50358
H -1.56344 1.97951 -0.76926
Fe -0.69208 -0.63195 1.05749
Cl 0.15300 -2.43371 1.85014
C 2.29894 -0.02991 0.37294
C 2.08457 1.21104 -0.28038
C 1.77709 0.96408 -1.66474
H 2.04286 2.18182 0.26088
C 1.87788 -0.47093 -1.87018
C 2.19941 -1.08214 -0.60344
H 2.24737 -2.15310 -0.35102
H 2.47897 -0.19865 1.48591
H 1.33810 1.68089 -2.34488
H 1.54881 -1.03592 -2.74713
Cl -0.27196 2.54735 2.08829
C -0.18160 0.87289 2.37600
H 0.82709 0.60297 2.62644
H -1.04597 0.51030 2.93934
*
```

Results
DFT total energy in a.u.: -2610.3618


No. 10
This record from the OMol25 dataset describes C11H12ClIN2 in the gas phase. The level of theory is ωB97M-V/def2-TZVPD.

The geometry in ORCA input format:
```
! RIJCOSX wB97M-V def2-TZVPD def2/J DEFGRID3
* xyz 0 1
Cl 5.35141 -0.61314 3.51377
C 3.91175 -0.39261 2.47880
N 3.73796 -1.15580 1.41077
C 2.67517 -0.94343 0.63911
C 1.65328 -0.05324 0.98789
C 0.34643 -0.04778 0.18306
C -0.94212 0.11182 1.04464
C -1.56718 1.33244 0.33168
C -2.06000 0.93846 -1.07673
C -0.76200 0.86958 -1.90412
C 0.25456 1.15353 -0.79026
N -0.43566 2.14346 0.01407
C 1.85566 0.78962 2.09586
C 3.00406 0.61295 2.85239
I 3.33814 1.87219 4.67666
H 2.53322 -1.56993 -0.22052
H 0.26699 -0.96783 -0.41887
H -0.68708 0.32162 2.09311
H -1.57418 -0.77506 1.02957
H -2.33906 1.86101 0.92597
H -2.61426 0.00895 -1.13658
H -2.71043 1.72170 -1.47352
H -0.63810 -0.07944 -2.43818
H -0.76100 1.69976 -2.65869
H 1.20748 1.49798 -1.15012
H 0.10531 2.43668 0.83410
H 1.13743 1.51429 2.44391
*
```

Results
DFT total energy in a.u.: -1293.7422
SMILES: Clc1ncc([C@H]2C[C@@H]3CC[C@H]2N3)cc1I


No. 11
This record from the OMol25 dataset describes a gas-phase ion, C11H12ClN2O (charge +1). The level of theory is ωB97M-V/def2-TZVPD.

The geometry in ORCA input format:
```
! RIJCOSX wB97M-V def2-TZVPD def2/J DEFGRID3
* xyz 1 1
C -1.51781 -0.16725 -2.01164
N -1.28339 -0.03163 -0.64703
C -2.13227 0.47130 0.29262
C -3.39257 1.02983 0.00270
O -4.21999 1.46836 0.75038
C -1.65687 0.11105 1.56713
N -0.42779 -0.25541 1.32711
C -0.22638 -0.42365 0.00387
C 1.05212 -0.77550 -0.72911
C 1.75337 -1.66142 0.21198
C 2.36020 -1.09944 1.23253
C 2.15064 0.32516 1.47559
C 1.98014 1.13689 0.50129
Cl 2.06559 2.81740 0.70977
C 1.97839 0.60541 -0.85637
H -2.55787 -0.60881 -2.15828
H -1.73331 0.70569 -2.61680
H -0.79635 -0.74437 -2.52092
H -3.53816 1.00995 -1.22563
H -2.08924 0.14877 2.50927
H 0.17296 -0.50101 2.10828
H 0.92833 -1.29777 -1.72704
H 1.80876 -2.69583 0.05299
H 2.83035 -1.62445 2.01068
H 2.34364 0.62437 2.57533
H 2.88339 0.23959 -1.24639
H 1.26412 1.19277 -1.59228
*
```

Results
DFT total energy in a.u.: -1070.9514
ΔE to the lowest compared entry with this formula, charge and spin in kcal per mole: 22.5
SMILES: Cn1c(C=O)c[nH+]c1[C@@H]1C=CC=C(Cl)C1


No. 12
This record from the OMol25 dataset describes C11H12F3NO4S3 in the gas phase. The level of theory is ωB97M-V/def2-TZVPD.

The geometry in ORCA input format:
```
! RIJCOSX wB97M-V def2-TZVPD def2/J DEFGRID3
* xyz 0 1
F 3.34913 -1.47456 0.86354
C 2.10120 -1.14137 1.37582
F 1.55220 -2.26121 1.87126
F 2.30251 -0.29028 2.41677
S 1.15279 -0.44743 -0.02630
N -0.51833 -0.81525 0.77813
C -1.15727 -2.02331 0.44175
O -0.57614 -2.93712 -0.13893
C -2.53381 -1.89974 0.96745
C -2.87081 -0.58362 1.19263
C -4.14867 -0.20682 1.59214
C -5.09131 -1.22329 1.79907
C -4.75776 -2.56650 1.55971
C -3.48413 -2.92471 1.11712
S -1.55610 0.53904 0.79512
O -1.21689 1.37821 1.91018
O -1.73288 1.08162 -0.51783
H -4.36516 0.84533 1.74002
H -6.09322 -0.96520 2.13883
H -5.50615 -3.34251 1.70657
H -3.18927 -3.94627 0.87769
C 3.57836 3.28029 -1.85480
S 2.33184 1.98913 -1.82036
C 2.99567 0.95625 -3.10266
C 2.30272 1.09579 -0.26802
O 1.00101 2.50761 -2.13382
H 4.59790 2.86955 -1.76504
H 3.46715 3.75670 -2.84511
H 3.38148 4.00840 -1.05428
H 4.08803 0.87827 -3.00735
H 2.53775 -0.04321 -3.04039
H 2.75492 1.48069 -4.03990
H 3.25605 0.60614 -0.03892
H 2.04720 1.81943 0.50991
*
```

Results
DFT total energy in a.u.: -2276.0266
ΔE to the lowest compared entry with this formula, charge and spin in kcal per mole: 51.8


Number 1: largest force on an atom 5.06 eV/Å. Number 2: largest force on an atom 3.47 eV/Å. Number 3: largest force on an atom 4.84 eV/Å. Number 4: largest force on an atom 4.85 eV/Å. Number 5: largest force on an atom 6.77 eV/Å. Number 6: largest force on an atom 3.75 eV/Å. Number 7: largest force on an atom 4.72 eV/Å. Number 8: largest force on an atom 4.76 eV/Å. Number 9: largest force on an atom 3.97 eV/Å. Number 10: largest force on an atom 2.03 eV/Å. Number 11: largest force on an atom 6.31 eV/Å. Number 12: largest force on an atom 4.23 eV/Å.